Entry from OMol25: a structure of composition C24H26N4O5Ru (ωB97M-V/def2-TZVPD).

Geometry as XYZ:
```
60
Properties=species:S:1:pos:R:3
Ru -0.008 -0.216 0.273
O 1.137 -2.826 3.241
C 1.125 -1.999 2.345
N -0.130 -1.568 1.697
C -1.353 -2.050 2.037
C -1.558 -3.026 3.049
C -2.817 -3.456 3.318
C -3.922 -2.942 2.600
C -3.763 -2.004 1.622
C -2.470 -1.514 1.300
N -2.127 -0.571 0.339
C -3.181 -0.030 -0.412
O -4.339 -0.321 -0.240
C -2.910 0.951 -1.544
C -4.023 1.417 -2.238
C -3.839 2.300 -3.284
C -2.547 2.683 -3.601
C -1.507 2.164 -2.855
N -1.671 1.309 -1.838
C 2.240 -1.345 1.804
C 3.541 -1.622 2.282
C 4.613 -0.986 1.758
C 4.390 -0.031 0.711
C 3.135 0.211 0.276
N 2.014 -0.415 0.784
H -0.711 -3.410 3.585
H -2.967 -4.199 4.089
H -4.922 -3.294 2.820
H -4.631 -1.649 1.106
H -5.003 1.077 -1.944
H -4.686 2.678 -3.841
H -2.337 3.371 -4.410
H -0.495 2.459 -3.102
H 3.626 -2.354 3.073
H 5.613 -1.190 2.116
H 5.210 0.507 0.256
H 2.988 0.927 -0.505
C -1.305 2.724 1.358
O -0.086 1.982 1.246
C 1.020 2.714 0.728
C 1.047 2.619 -0.777
O 0.977 1.231 -1.120
C 1.287 0.834 -2.461
C 1.476 -0.662 -2.455
O 0.360 -1.297 -1.841
C -0.718 -1.616 -2.728
H -1.154 3.579 2.017
H -2.043 2.056 1.795
H -1.652 3.063 0.381
H 1.912 2.276 1.165
H 0.961 3.763 1.025
H 1.978 3.046 -1.159
H 0.204 3.152 -1.212
H 2.208 1.324 -2.786
H 0.475 1.118 -3.128
H 2.349 -0.945 -1.875
H 1.606 -1.016 -3.480
H -0.362 -2.286 -3.511
H -1.142 -0.715 -3.174
H -1.476 -2.121 -2.136
```

The value obtained for the LUMO energy (spin up / spin down) is -0.1092 / -0.1927 Ha. The energy above the lowest of the compared OMol25 structures with the same formula, charge and spin comes out at 0.0 kcal per mole. Its net charge is +1. For the highest occupied orbital energy (spin up / spin down), the calculation gives -8.3622 / -11.5358 eV. As for the spin multiplicity: 6. Its electronic energy is -1619.9151 a.u. As for the expectation value of S²: 8.788.


Entry from OMol25: a structure of composition C24H27AlF10K2N4Na3O12PS4 (ωB97M-V/def2-TZVPD).

Geometry as XYZ:
```
88
Properties=species:S:1:pos:R:3
N 2.098 -0.004 4.207
C 2.119 0.836 2.913
C 1.256 -0.015 1.808
C 0.087 0.525 1.017
C -0.745 -0.460 -0.048
O -1.241 -0.014 -1.222
C -0.889 -2.046 0.465
C -2.217 -2.981 0.204
C -2.212 -4.502 0.820
C -3.529 -5.514 0.655
C -4.490 -5.177 1.979
C -6.103 -5.423 1.661
S -7.151 -3.999 2.362
C -6.799 -2.403 1.386
S -5.970 -2.479 -0.102
N -7.256 -1.035 1.857
C -8.263 -0.357 0.952
C -8.641 1.083 1.643
N -7.743 1.043 2.867
C -6.886 -0.201 3.065
C -0.910 -5.105 1.654
C 0.448 -4.169 1.929
C 0.413 -2.645 1.322
C 1.701 -1.612 1.586
O 2.977 -2.033 1.628
H 1.221 0.229 4.725
H 2.946 0.186 4.788
H 1.512 1.825 3.192
H 3.216 1.104 2.586
H -0.277 1.634 1.167
H -3.096 -2.502 -0.406
H -3.216 -6.641 0.622
H -4.110 -5.191 -0.312
H -4.235 -5.888 2.903
H -4.334 -4.057 2.354
H -6.435 -6.402 2.215
H -6.274 -5.586 0.508
H -8.639 -0.844 -0.046
H -9.397 1.900 1.257
H -6.129 -0.500 3.907
H -1.008 -6.208 2.065
H 1.358 -4.598 2.527
K -8.397 -5.663 0.268
F 2.902 4.486 -1.476
Al 3.603 3.386 -0.235
F 2.337 2.957 0.972
F 4.970 4.213 0.597
F 4.205 1.887 -1.032
C -1.682 6.225 -4.714
F -1.466 7.572 -4.697
F -1.957 5.897 -6.012
F -0.478 5.641 -4.432
S -2.998 5.693 -3.569
O -4.196 6.394 -4.038
O -2.523 6.108 -2.247
N -2.918 4.142 -3.891
S -3.964 3.300 -3.049
O -5.375 3.473 -3.404
O -3.704 3.188 -1.611
C -3.523 1.663 -3.720
F -2.213 1.343 -3.494
F -3.692 1.593 -5.076
F -4.263 0.646 -3.191
K -5.097 -7.137 0.819
Na -1.797 7.198 -7.830
O 6.312 3.234 4.971
P 4.803 3.104 5.237
O 4.381 4.126 6.305
O 4.491 1.683 5.734
O 4.029 3.373 3.936
Na -2.697 3.725 -6.313
C 6.771 -0.599 -0.233
O 7.264 0.571 -0.880
C 8.690 0.666 -0.823
C 9.343 0.142 -2.109
O 9.099 -1.254 -2.294
C 8.005 -1.504 -3.172
H 5.762 -0.794 -0.605
H 7.385 -1.479 -0.425
H 6.722 -0.422 0.844
H 9.077 0.145 0.060
H 8.935 1.728 -0.716
H 10.428 0.268 -2.021
H 9.012 0.713 -2.984
H 8.341 -1.422 -4.209
H 7.165 -0.814 -3.006
H 7.653 -2.525 -2.994
Na 8.103 3.358 0.095
```

The value obtained for the LUMO energy is -0.1172 Ha. For the highest occupied orbital energy, the calculation gives -4.1135 eV. Its electronic energy is -6913.7131 a.u.


Entry from OMol25: a structure of composition C24H27As2CoN5 (ωB97M-V/def2-TZVPD).

Geometry as XYZ:
```
59
Properties=species:S:1:pos:R:3
Co 1.094 0.187 0.769
N -2.438 -2.469 -0.631
C -1.205 -1.972 -0.562
N -0.764 -1.247 0.436
C -1.610 -1.040 1.503
N -1.143 -0.486 2.621
N 0.118 -0.128 2.589
C 0.753 0.220 3.667
C 2.095 0.715 3.497
C 2.875 1.090 4.586
C 4.157 1.574 4.355
C 4.611 1.654 3.050
C 3.769 1.253 2.010
N 2.542 0.802 2.216
C -2.978 -1.440 1.450
C -3.914 -1.140 2.451
C -5.211 -1.571 2.315
C -5.602 -2.329 1.191
C -4.702 -2.650 0.201
C -3.391 -2.199 0.321
H -2.691 -3.071 -1.409
H -0.540 -2.187 -1.389
H 0.307 0.138 4.656
H 2.481 0.998 5.590
H 4.784 1.879 5.181
H 5.603 2.021 2.827
H 4.105 1.306 0.981
H -3.600 -0.573 3.317
H -5.938 -1.332 3.079
H -6.628 -2.666 1.108
H -5.009 -3.240 -0.655
C 3.627 0.100 -2.336
As 2.130 -0.649 -1.337
C 2.445 -2.558 -1.574
C 0.658 -0.146 -2.533
C 0.546 -0.778 -3.770
C -0.460 -0.419 -4.658
C -1.367 0.572 -4.313
C -1.258 1.215 -3.088
C -0.246 0.868 -2.195
As -0.018 1.893 -0.548
C 0.924 3.478 -1.158
C -1.780 2.560 -0.075
H 3.670 -0.429 -3.287
H 4.570 -0.044 -1.814
H 3.470 1.160 -2.525
H 2.223 -2.867 -2.594
H 1.867 -3.154 -0.870
H 3.502 -2.737 -1.384
H 1.253 -1.548 -4.055
H -0.524 -0.911 -5.620
H -2.147 0.859 -5.005
H -1.959 2.001 -2.833
H 0.362 3.934 -1.972
H 1.923 3.228 -1.507
H 1.001 4.191 -0.338
H -2.129 3.270 -0.823
H -1.722 3.076 0.882
H -2.491 1.739 0.009
```

The value obtained for the LUMO energy (spin up / spin down) is -0.3674 / -0.4524 Ha. Its net charge is +3. For the highest occupied orbital energy (spin up / spin down), the calculation gives -17.0551 / -17.4447 eV. As for the spin multiplicity: 5. Its electronic energy is -7057.8924 a.u. As for the expectation value of S²: 6.066.


Entry from OMol25: a structure of composition C24H27As2FeN5S4 (ωB97M-V/def2-TZVPD).

Geometry as XYZ:
```
63
Properties=species:S:1:pos:R:3
Fe 0.678 0.059 0.997
N 2.898 3.731 0.219
C 2.601 2.422 0.291
N 1.415 1.961 0.556
C 0.370 2.855 0.731
N -0.837 2.380 0.779
N -1.027 1.088 0.683
C -2.288 0.752 0.420
C -2.831 -0.513 0.168
C -4.203 -0.561 -0.201
C -4.812 -1.763 -0.431
C -4.051 -2.928 -0.277
C -2.717 -2.799 0.052
N -2.090 -1.645 0.255
C 0.630 4.276 0.763
C -0.361 5.220 1.020
C -0.039 6.565 1.050
C 1.264 6.981 0.822
C 2.260 6.054 0.544
C 1.944 4.708 0.514
H 3.845 4.023 0.027
H 3.408 1.726 0.109
H -2.965 1.595 0.355
H -4.740 0.370 -0.296
H -5.854 -1.813 -0.710
H -4.487 -3.906 -0.409
H -2.109 -3.690 0.159
H -1.368 4.880 1.195
H -0.803 7.300 1.247
H 1.511 8.029 0.869
H 3.271 6.379 0.350
S -0.116 -0.040 3.150
S 0.660 1.623 3.748
S 3.514 0.903 2.846
S 2.819 -0.367 1.567
C -0.537 0.640 -2.479
As 0.631 -0.349 -1.252
C 2.320 -0.077 -2.202
C 0.287 -2.228 -1.652
C 0.164 -2.726 -2.942
C 0.007 -4.087 -3.147
C 0.001 -4.953 -2.067
C 0.121 -4.458 -0.779
C 0.241 -3.091 -0.564
As 0.380 -2.268 1.216
C 1.995 -3.272 1.736
C -0.761 -3.195 2.510
H -0.249 0.443 -3.517
H -0.442 1.712 -2.285
H -1.575 0.346 -2.326
H 2.252 -0.495 -3.209
H 3.126 -0.572 -1.659
H 2.534 0.992 -2.271
H 0.186 -2.049 -3.789
H -0.101 -4.475 -4.147
H -0.111 -6.014 -2.227
H 0.114 -5.140 0.065
H 2.825 -3.090 1.051
H 1.760 -4.343 1.723
H 2.305 -2.992 2.744
H -0.857 -4.252 2.245
H -1.745 -2.739 2.580
H -0.263 -3.122 3.479
```

The value obtained for the LUMO energy (spin up / spin down) is -0.1183 / -0.1917 Ha. The energy above the lowest of the compared OMol25 structures with the same formula, charge and spin comes out at 79.0 kcal per mole. Its net charge is +1. For the highest occupied orbital energy (spin up / spin down), the calculation gives -8.0599 / -10.2598 eV. As for the spin multiplicity: 6. Its electronic energy is -8532.2469 a.u. As for the expectation value of S²: 8.870.


Entry from OMol25: a structure of composition C24H27B11Br6N4O4STi (ωB97M-V/def2-TZVPD).

Geometry as XYZ:
```
78
Properties=species:S:1:pos:R:3
Ti 0.663 0.714 0.534
Br -0.010 2.811 2.299
B -0.733 4.093 0.961
B -1.413 5.679 1.259
C -1.079 6.493 -0.198
B 0.157 5.507 0.405
B -0.150 5.662 -1.359
B -1.901 5.925 -1.583
B -2.677 5.934 0.024
B -2.482 4.338 0.766
Br -3.738 3.491 1.977
B -2.791 4.488 -1.013
Br -4.431 3.834 -1.801
B -1.208 4.322 -1.879
Br -1.042 3.458 -3.605
B 0.029 4.083 -0.622
Br 1.518 2.783 -0.894
B -1.559 3.385 -0.412
Br -1.695 1.406 -0.469
H -1.457 6.242 2.292
H -0.927 7.560 -0.131
H 1.149 5.931 0.879
H 0.640 6.210 -2.038
H -2.273 6.673 -2.411
H -3.556 6.685 0.244
C 3.838 0.923 3.584
C 3.106 1.043 2.403
N 1.885 0.539 2.279
C 1.335 -0.119 3.329
C 2.009 -0.319 4.535
C 3.295 0.243 4.649
C 1.360 -1.070 5.571
C 0.138 -1.610 5.372
C -0.547 -1.454 4.119
C -1.786 -2.051 3.817
C -2.317 -1.898 2.560
C -1.641 -1.129 1.612
N -0.501 -0.505 1.888
C 0.047 -0.687 3.117
H 4.824 1.359 3.642
H 3.516 1.553 1.540
H 3.851 0.129 5.571
H 1.875 -1.202 6.513
H -0.343 -2.185 6.152
H -2.298 -2.640 4.568
H -3.252 -2.363 2.284
H -2.034 -1.038 0.606
O 2.391 0.083 -0.260
C 1.776 -1.006 -0.580
O 0.482 -0.848 -0.579
C 2.421 -2.253 -0.819
C 1.636 -3.366 -1.145
C 2.219 -4.599 -1.386
C 3.597 -4.658 -1.299
O 4.375 -5.723 -1.487
C 5.741 -5.279 -1.358
O 5.689 -3.908 -0.957
C 4.386 -3.544 -0.982
C 3.836 -2.326 -0.739
H 0.561 -3.247 -1.212
H 1.638 -5.475 -1.635
H 6.235 -5.367 -2.325
H 6.239 -5.871 -0.594
H 4.434 -1.458 -0.504
C -1.838 -4.017 -5.366
N -1.647 -2.987 -4.357
C -2.598 -2.562 -3.512
S -2.261 -1.235 -2.487
N -3.768 -3.198 -3.532
C -4.935 -2.861 -2.732
H -0.918 -4.120 -5.933
H -2.636 -3.752 -6.064
H -2.059 -4.982 -4.907
H -0.816 -2.423 -4.389
H -3.890 -3.931 -4.212
H -4.689 -2.027 -2.083
H -5.236 -3.716 -2.128
H -5.762 -2.571 -3.378
```

The value obtained for the LUMO energy is -0.2865 Ha. The energy above the lowest of the compared OMol25 structures with the same formula, charge and spin comes out at 0.0 kcal per mole. Its net charge is +2. For the highest occupied orbital energy, the calculation gives -12.2808 eV. Its electronic energy is -18415.9196 a.u.


Entry from OMol25: a structure of composition C24H27Br2IrN6O3 (ωB97M-V/def2-TZVPD).

Geometry as XYZ:
```
63
Properties=species:S:1:pos:R:3
Ir -0.055 -0.176 0.118
Br 1.785 0.345 -6.236
C 1.306 0.233 -4.450
C 2.222 0.534 -3.447
C 1.826 0.417 -2.134
N 0.590 0.022 -1.786
C -0.325 -0.223 -2.755
C 0.013 -0.141 -4.089
C -1.683 -0.547 -2.265
C -2.740 -0.888 -3.081
C -3.974 -1.186 -2.505
Br -5.419 -1.642 -3.572
C -4.094 -1.145 -1.119
C -2.995 -0.793 -0.366
N -1.817 -0.483 -0.921
H 3.229 0.846 -3.683
H 2.506 0.636 -1.323
H -0.718 -0.350 -4.858
H -2.626 -0.937 -4.155
H -5.027 -1.393 -0.633
H -3.041 -0.770 0.712
O -0.168 -2.311 -0.065
C 0.545 -3.220 0.843
C 1.940 -3.485 0.320
C 2.670 -2.189 -0.075
C 2.723 -1.230 1.084
C 3.760 -1.368 2.001
C 3.768 -0.647 3.178
C 2.706 0.219 3.421
C 1.722 0.330 2.472
N 1.713 -0.360 1.308
H -0.044 -2.627 -0.970
H -0.053 -4.123 0.933
H 0.550 -2.710 1.804
H 1.897 -4.150 -0.546
H 2.500 -4.020 1.089
H 2.174 -1.738 -0.933
H 3.684 -2.430 -0.389
H 4.554 -2.068 1.776
H 4.571 -0.760 3.893
H 2.646 0.804 4.327
H 0.906 1.022 2.622
N -2.554 1.972 2.474
C -2.453 1.093 3.489
C -1.473 -0.556 3.090
O -1.610 -1.198 4.068
O -0.918 -0.634 1.989
H -1.924 2.757 2.417
H -3.411 2.045 1.948
H -3.363 0.578 3.774
H -1.792 1.367 4.304
C -2.068 2.648 -0.938
C -0.710 2.795 -0.349
N 0.110 1.882 0.195
C 1.266 2.565 0.569
C 1.133 3.871 0.260
N -0.108 3.992 -0.311
H -2.534 1.725 -0.632
H -2.022 2.681 -2.029
H -2.704 3.476 -0.621
H 2.123 2.089 1.009
H 1.801 4.703 0.400
H -0.516 4.852 -0.649
```

The value obtained for the LUMO energy (spin up / spin down) is -0.3399 / -0.3720 Ha. The energy above the lowest of the compared OMol25 structures with the same formula, charge and spin comes out at 17.4 kcal per mole. Its net charge is +3. For the highest occupied orbital energy (spin up / spin down), the calculation gives -17.1052 / -17.6684 eV. As for the spin multiplicity: 2. Its electronic energy is -6736.5070 a.u. As for the expectation value of S²: 0.756.


Number 1: largest force on an atom 0.0137 hartree/bohr. Number 2: largest force on an atom 0.1675 hartree/bohr. Number 3: largest force on an atom 0.0345 hartree/bohr. Number 4: largest force on an atom 0.0395 hartree/bohr. Number 5: largest force on an atom 0.0146 hartree/bohr. Number 6: largest force on an atom 0.0211 hartree/bohr.